Entry 1:
DFT (wB97M-V/def2-TZVPD) results for C21H45LaN2OP3S as an isolated structure at a distorted geometry.

Computed properties:
highest occupied orbital energy (alpha / beta)	-14.3 / -14.3	eV
LUMO level (alpha / beta)	-11.8 / -11.8	eV
energy above the lowest of the compared OMol25 structures with the same formula, charge and spin	4.591	eV
total charge	+3

CARTESIAN COORDINATES (ANGSTROEM)
La1 -1.5349 1.3930 0.9109
P1 -2.2573 -1.3588 0.2900
P2 0.9017 -0.3137 1.5301
P3 3.1385 -2.2107 -2.7995
H1 -2.0261 3.6703 -0.6911
C1 -1.7136 2.6721 -1.0612
C2 -2.5869 1.5775 -1.1496
H2 -3.6493 1.6446 -0.8564
C3 -3.8975 -0.9774 1.0624
C4 -1.7504 -2.8196 1.2488
C5 -2.7218 -2.1569 -1.2838
C6 2.4315 0.6733 1.3033
C7 0.5352 -0.0082 3.3160
C8 1.6214 -1.9855 1.6394
C9 2.5492 -2.6300 -4.4926
C10 2.2922 -3.4803 -1.7849
C11 4.9149 -2.6195 -2.7495
H3 -0.7224 2.6425 -1.5301
H4 -2.3730 0.7055 -1.7867
H5 -4.2003 0.0774 0.9213
H6 -3.8644 -1.1970 2.1411
H7 -4.6371 -1.6262 0.5715
H8 -1.4456 -2.5342 2.2605
H9 -0.9050 -3.3075 0.7526
H10 -2.5836 -3.5281 1.3161
H11 -2.7748 -1.4157 -2.0909
H12 -3.6984 -2.6486 -1.1802
H13 -1.9574 -2.9013 -1.5490
H14 3.2260 0.2573 1.9421
H15 2.2584 1.7300 1.5567
H16 2.7296 0.6177 0.2444
H17 1.4743 -0.1401 3.8675
H18 -0.2011 -0.7360 3.6840
H19 0.1579 1.0080 3.5114
H20 2.4984 -1.9402 2.3022
H21 1.9328 -2.3332 0.6446
H22 0.8910 -2.6965 2.0448
H23 3.0623 -3.5304 -4.8665
H24 2.7547 -1.7764 -5.1629
H25 1.4590 -2.8059 -4.4779
H26 1.8943 -4.2951 -2.4032
H27 1.4503 -2.9895 -1.2717
H28 2.9897 -3.8918 -1.0433
H29 5.2135 -3.2363 -3.6044
H30 5.1553 -3.1036 -1.7919
H31 5.4407 -1.6513 -2.7918
C12 1.0384 1.0036 -3.4610
C13 2.0188 2.0172 -3.3757
C14 2.2832 2.6902 -4.5673
C15 1.4911 2.4129 -5.6977
C16 0.3032 1.6706 -5.6035
C17 0.0167 0.9928 -4.4206
O1 1.2961 -0.2127 -2.8849
H32 2.0954 -0.1816 -2.3601
H33 2.6009 2.1649 -2.4632
H34 3.0624 3.4628 -4.6165
H35 1.7873 2.8357 -6.6593
H36 -0.3902 1.5876 -6.4428
H37 -0.8300 0.3229 -4.2893
S1 -3.4087 3.1158 1.8953
C18 -2.5594 2.6291 3.3142
N1 -3.1231 1.8024 4.2019
C19 -2.3765 1.2548 5.3455
C20 -1.5919 2.3987 5.9400
C21 -0.6698 3.0275 4.9170
N2 -1.2355 2.9689 3.5366
H38 -4.0146 1.3949 3.9265
H39 -1.7313 0.4398 4.9810
H40 -3.1266 0.8497 6.0304
H41 -1.0153 2.0190 6.7837
H42 -2.2833 3.1631 6.3169
H43 0.2969 2.5167 4.8824
H44 -0.4674 4.0725 5.1723
H45 -0.9390 3.7566 2.9555

These are the Mulliken partial charges, in e, on atoms 1 to 2: atom 1 (La): 1.2428, atom 2 (P): 0.8162


Entry 2:
DFT (wB97M-V/def2-TZVPD) results for C21H45LaN2P3S2 as an isolated structure at a distorted geometry.

Computed properties:
highest occupied orbital energy (alpha / beta)	-16.2 / -16.2	eV
LUMO level (alpha / beta)	-9.2 / -9.2	eV
energy above the lowest of the compared OMol25 structures with the same formula, charge and spin	3.003	eV
total charge	+3

CARTESIAN COORDINATES (ANGSTROEM)
La1 0.3900 -1.2441 -0.5394
P1 -0.4490 1.5515 1.1832
P2 -2.4375 -0.8710 -0.4408
P3 2.6636 0.8035 -0.2745
H1 1.3510 -2.5125 -5.0050
C1 2.2318 -2.3707 -4.3723
C2 2.3725 -3.1092 -3.1158
H2 1.5989 -3.8182 -2.8136
C3 -0.9583 3.1460 0.4108
C4 -1.9434 1.3074 2.2423
C5 0.6097 2.2797 2.5019
C6 -2.8292 -2.3713 -1.4423
C7 -3.7763 -0.9806 0.7966
C8 -2.9743 0.4781 -1.5673
C9 4.0545 0.2449 -1.3580
C10 3.6389 0.9242 1.2672
C11 2.5755 2.5824 -0.7759
H3 3.0902 -1.8960 -4.8827
H4 3.3848 -3.1817 -2.7298
H5 -1.2001 3.8693 1.2012
H6 -1.8453 2.9916 -0.2161
H7 -0.1331 3.5361 -0.1973
H8 -1.9011 1.9728 3.1189
H9 -1.9531 0.2758 2.6174
H10 -2.8524 1.5233 1.6714
H11 -0.0201 2.9695 3.0832
H12 1.4360 2.8564 2.0753
H13 1.0053 1.5076 3.1743
H14 -3.8480 -2.6682 -1.1683
H15 -2.1450 -3.1805 -1.1519
H16 -2.7603 -2.1987 -2.5251
H17 -4.6038 -0.3183 0.5010
H18 -3.4243 -0.6846 1.7813
H19 -4.1177 -2.0327 0.8535
H20 -3.7484 0.0833 -2.2436
H21 -2.1256 0.8427 -2.1719
H22 -3.3758 1.2993 -0.9564
H23 4.7447 1.0714 -1.4736
H24 3.7236 -0.0644 -2.3667
H25 4.5368 -0.6175 -0.9056
H26 4.6250 1.2805 0.9564
H27 3.6988 -0.0759 1.6990
H28 3.1781 1.6196 1.9671
H29 3.5930 2.8949 -1.0578
H30 2.2289 3.2228 0.0480
H31 1.8996 2.7306 -1.6314
C12 0.2099 -0.4761 -3.7738
C13 0.1628 0.8380 -4.2557
C14 -0.7022 1.0968 -5.3066
C15 -1.4504 0.0482 -5.8551
C16 -1.5303 -1.1966 -5.2075
C17 -0.6492 -1.5079 -4.1515
S1 1.8232 -0.7537 -2.9838
H32 1.8454 0.4394 -2.3985
H33 0.9324 1.5569 -3.9013
H34 -0.8133 2.1532 -5.6419
H35 -1.9663 0.2193 -6.8228
H36 -2.2426 -1.9500 -5.5588
H37 -0.5045 -2.5413 -3.7506
S2 1.0833 -1.7229 1.9720
C18 0.3760 -1.1952 3.4858
N1 1.1410 -0.5455 4.3985
C19 0.6374 -0.0265 5.6673
C20 -0.4379 -0.9651 6.2014
C21 -1.5046 -1.2615 5.1767
N2 -0.9150 -1.4343 3.8090
H38 2.0998 -0.4025 4.0944
H39 0.2408 0.9924 5.5035
H40 1.5020 0.0103 6.3432
H41 -0.8882 -0.5142 7.0718
H42 0.0249 -1.9117 6.4847
H43 -2.2158 -0.4255 5.0983
H44 -2.0535 -2.1904 5.4155
H45 -1.4142 -2.0026 3.1189

These are the Mulliken partial charges, in e, on atoms 1 to 2: atom 1 (La): 1.4928, atom 2 (P): 0.5491


Entry 3:
DFT (wB97M-V/def2-TZVPD) results for C21H45N2P3PdS2 as an isolated structure at a distorted geometry.

Computed properties:
spin multiplicity	5
highest occupied orbital energy (alpha / beta)	-19.0 / -18.9	eV
⟨S²⟩	6.02
LUMO level (alpha / beta)	-10.8 / -15.5	eV
energy above the lowest of the compared OMol25 structures with the same formula, charge and spin	0.194	eV
total charge	+4

CARTESIAN COORDINATES (ANGSTROEM)
Pd1 0.0713 -0.0879 -0.0225
P1 -0.6062 -0.6178 2.1110
P2 -0.4756 2.2426 -0.0868
P3 2.2422 0.5219 0.2776
H1 2.6321 -5.4630 -4.7657
C1 3.2785 -5.4028 -3.8806
C2 2.8697 -5.8745 -2.6888
H2 2.0571 -6.6101 -2.6704
C3 -2.2066 -1.4501 2.2809
C4 -0.7517 0.7924 3.2444
C5 0.5756 -1.7310 2.9017
C6 -0.4119 2.9553 -1.7613
C7 -2.1485 2.8241 0.3688
C8 0.3765 3.5355 0.9211
C9 3.1967 -1.0201 0.2852
C10 2.6383 1.2974 1.8843
C11 2.9513 1.7250 -0.8937
H3 4.3180 -5.1417 -4.1007
H4 3.4750 -5.7725 -1.7871
H5 -2.5114 -1.8886 1.3247
H6 -2.9755 -0.7345 2.5939
H7 -2.1295 -2.2376 3.0411
H8 -1.5058 1.5051 2.8943
H9 0.1939 1.3342 3.3482
H10 -1.0584 0.4075 4.2264
H11 0.6834 -2.6263 2.2773
H12 0.1969 -2.0068 3.8951
H13 1.5681 -1.2798 3.0042
H14 -0.7251 4.0055 -1.6796
H15 -1.1148 2.4104 -2.4025
H16 0.6009 2.8955 -2.1739
H17 -2.1268 3.9134 0.2267
H18 -2.3923 2.6028 1.4142
H19 -2.9023 2.3881 -0.2909
H20 -0.1535 4.4808 0.7269
H21 1.4282 3.6647 0.6432
H22 0.2792 3.2966 1.9908
H23 4.2457 -0.8342 0.5447
H24 3.1513 -1.4872 -0.7035
H25 2.7678 -1.7188 1.0171
H26 3.7144 1.5161 1.8910
H27 2.3907 0.6409 2.7251
H28 2.1068 2.2448 2.0125
H29 4.0454 1.7291 -0.7960
H30 2.6003 2.7444 -0.6868
H31 2.6748 1.4638 -1.9218
C12 0.9304 -4.2331 -2.1460
C13 1.4669 -2.9898 -2.5100
C14 1.3102 -2.5236 -3.8171
C15 0.6537 -3.3103 -4.7738
C16 0.1683 -4.5788 -4.4164
C17 0.1177 -4.9358 -3.0693
S1 1.2088 -4.9326 -0.5469
H32 2.4462 -4.4840 -0.3130
H33 1.9499 -2.4090 -1.7179
H34 1.7067 -1.5395 -4.0571
H35 0.4852 -2.9534 -5.7910
H36 -0.1462 -5.2768 -5.1992
H37 -0.4893 -5.7780 -2.7228
S2 -1.7865 -1.1225 -1.2511
C18 -3.2332 -0.2135 -1.4447
N1 -3.8425 0.3428 -0.3790
C19 -5.1849 0.9505 -0.3770
C20 -5.9800 0.4129 -1.5446
C21 -5.1932 0.4681 -2.8452
N2 -3.8426 -0.0694 -2.6339
H38 -3.3331 0.2987 0.5009
H39 -5.1186 2.0527 -0.4488
H40 -5.6722 0.7026 0.5787
H41 -6.8995 0.9887 -1.6530
H42 -6.2823 -0.6188 -1.3537
H43 -5.1246 1.5096 -3.2060
H44 -5.6597 -0.1321 -3.6416
H45 -3.3137 -0.4127 -3.4252

These are the Mulliken partial charges, in e, on atoms 1 to 2: atom 1 (Pd): -0.1026, atom 2 (P): 1.1159


| no. | total energy (hartree) |
| --- | --- |
| 1 | -2464.684096 |
| 2 | -2787.710893 |
| 3 | -2883.430027 |